104
Properties=species:S:1:pos:R:3:forces:R:3 method="wB97M-V/def2-TZVPD" charge=-1 e_tot_ev=-59331.498
F 1.789 3.642 0.360 -1.12 -2.23 0.09
F 1.109 1.782 -0.766 -0.23 1.40 2.61
F 0.970 1.854 1.552 0.31 1.16 -2.76
O 1.378 6.769 1.090 0.04 -0.08 0.02
O -5.429 3.868 2.095 -0.10 0.10 0.25
O -3.869 1.431 -4.551 -0.09 0.00 0.06
O -5.976 2.793 -1.570 -0.15 0.04 -0.22
O 0.787 -1.225 -3.826 -0.81 -1.24 1.19
O -2.382 0.885 1.267 0.79 -1.92 0.15
O -3.088 0.359 -0.886 0.45 -1.28 -0.24
O -0.193 0.423 4.803 0.11 -0.03 0.06
O -0.494 -7.208 -0.533 -0.18 -0.33 0.08
O 0.259 -3.445 -4.070 -1.27 3.83 1.70
O 7.297 3.505 -0.822 0.04 0.14 0.06
C -1.621 -0.274 0.849 2.01 1.04 -0.90
C -0.857 -3.934 2.543 0.29 0.08 -0.39
C 0.804 2.588 0.348 -0.66 1.00 0.35
C -0.304 -7.183 -1.941 -0.27 0.12 0.08
C -6.557 4.510 1.522 0.11 -0.44 -0.03
C 5.771 1.006 0.891 -0.95 -0.22 0.41
C -1.122 -1.323 1.946 -0.98 0.41 0.58
C -7.020 1.876 -1.294 0.47 0.02 -0.05
C 3.916 -2.505 0.651 0.59 0.01 -1.05
C 7.761 2.703 -1.898 -0.06 0.31 -0.03
C -0.608 0.318 6.155 0.20 0.26 -0.21
C 0.672 -4.028 1.996 -1.23 0.09 0.84
C 2.460 -2.453 -0.072 1.05 -0.36 0.37
C -2.271 -0.790 -0.538 -0.44 2.18 -0.63
C 4.885 -1.308 0.141 -1.01 -0.64 1.59
C 2.005 -3.965 -0.354 -1.33 0.21 -0.85
C -1.685 2.606 -0.697 0.48 0.43 -0.47
C -1.711 -2.800 1.795 -0.16 -0.44 0.80
C -1.356 -2.187 -2.639 1.18 1.37 0.51
C 4.508 0.016 0.966 1.60 -0.33 -1.11
C 2.528 7.574 0.887 -0.12 -0.38 0.00
C -0.061 -2.342 -3.560 0.70 -3.20 -1.23
C -1.186 -0.852 -1.722 0.55 -1.80 -0.28
C -2.896 0.671 -5.249 -0.09 0.11 0.45
C 0.703 -4.444 0.454 0.88 -0.81 0.19
C -0.632 3.275 0.312 -0.22 0.14 -0.49
B -2.721 1.524 -0.012 -1.56 0.00 -0.16
H -6.391 5.587 1.530 0.07 -0.10 0.05
H 1.342 -1.085 -3.024 -0.67 0.08 -0.66
H 7.205 4.405 -1.157 -0.04 -0.18 0.15
H 5.910 1.403 -0.166 -0.14 -0.37 1.52
H -0.622 -6.217 -2.340 0.12 -0.05 -0.22
H -1.895 0.969 -4.923 0.13 -0.18 -0.16
H 4.754 -1.222 -0.986 0.27 0.13 1.42
H -1.369 -3.078 -1.931 -0.11 0.90 -1.22
H -2.339 3.461 -1.114 1.11 -1.23 0.64
H -1.228 -0.572 6.265 0.06 0.06 -0.10
H -6.689 4.171 0.491 -0.11 0.16 -0.05
H 0.755 -7.330 -2.155 -0.08 0.03 0.12
H 0.268 0.229 6.805 -0.12 -0.05 0.23
H -2.747 -2.798 2.296 1.36 0.00 -0.90
H 3.583 0.474 0.489 1.04 -0.43 1.02
H 0.353 1.215 4.732 -0.16 -0.16 -0.19
H 0.017 -1.264 1.973 -1.55 -0.37 -0.11
H -1.360 -4.955 2.352 0.67 1.49 0.40
H -1.473 -0.926 2.970 0.63 -0.53 -1.53
H -1.053 3.283 1.384 0.75 -0.27 -1.60
H -5.599 2.918 2.076 0.33 0.15 -0.15
H -2.304 -2.132 -3.276 1.38 -0.22 0.83
H 1.142 -3.020 2.235 -0.41 -1.28 -0.57
H -3.052 -0.393 -5.052 0.20 -0.10 -0.17
H -3.000 0.863 -6.318 -0.06 0.02 0.09
H 2.254 8.620 1.025 -0.05 -0.11 0.00
H -0.216 -4.134 -0.146 1.07 -0.14 1.14
H 7.036 2.728 -2.717 0.12 -0.17 -0.12
H -1.436 -7.075 -0.370 0.23 0.02 0.06
H -7.451 4.276 2.109 -0.19 0.18 -0.09
H -5.153 2.284 -1.605 0.01 0.20 0.34
H 7.874 1.677 -1.548 -0.04 0.12 0.06
H -0.639 0.227 0.487 -1.10 -1.06 0.30
H 6.697 0.425 1.212 -1.10 0.82 -0.43
H -0.881 -7.987 -2.406 0.09 0.03 -0.21
H 3.831 -2.551 1.792 0.06 0.31 -1.55
H -0.117 -0.899 -1.294 -1.47 0.04 -0.42
H 2.574 -1.864 -1.056 -0.08 -0.99 1.35
H 0.712 -5.594 0.431 -0.18 1.84 -0.05
H -0.855 -3.733 3.679 0.05 -0.33 -1.70
H -2.987 -1.690 -0.473 1.37 1.01 -0.13
H 5.964 -1.597 0.383 -1.34 0.41 -0.41
H 4.464 -3.476 0.349 -1.11 1.31 0.36
H 2.818 -4.748 -0.208 -0.74 1.35 -0.01
H -3.755 1.244 -3.608 -0.01 0.08 -0.10
H -0.519 4.373 0.003 0.37 -1.59 0.50
H 5.589 1.848 1.639 0.49 -0.84 -1.23
H 2.904 7.430 -0.130 0.18 0.17 0.01
H -1.218 2.105 -1.610 -0.06 0.94 1.15
H 1.723 -4.014 -1.474 0.44 -0.14 1.63
H -6.834 1.387 -0.333 -0.17 -0.16 0.00
H 8.728 3.075 -2.246 0.04 -0.18 -0.15
H 1.699 -1.853 0.549 1.10 -1.06 -0.86
H -7.965 2.420 -1.246 0.09 0.05 -0.03
H 3.301 7.304 1.611 0.17 0.18 -0.07
H -1.208 0.046 -2.422 -0.29 -1.06 1.29
H 1.185 -4.793 2.691 -0.51 1.00 -1.38
H -1.190 1.201 6.433 -0.07 -0.09 0.22
H -7.074 1.128 -2.089 -0.21 -0.14 0.10
H -1.873 -3.152 0.726 0.31 0.73 1.23
H 1.647 5.849 0.962 -0.24 0.13 0.02
H 4.377 -0.287 2.056 -0.22 0.47 -1.46
H -3.783 2.098 0.065 -0.45 0.46 0.48

=====

21
Properties=species:S:1:pos:R:3:forces:R:3 method="wB97M-V/def2-TZVPD" charge=+1 e_tot_ev=-10416.248
O -3.125 0.432 -0.927 0.10 -0.01 0.10
N -0.489 0.171 -1.348 -0.59 1.01 -1.00
N 1.642 -0.906 -0.899 0.49 -0.24 1.67
C 1.773 -0.093 0.334 0.01 0.29 1.62
C -2.426 1.041 -0.169 0.54 0.87 0.26
C -0.712 -0.308 0.938 0.52 0.97 0.76
C -0.914 0.829 -0.105 -1.12 -1.37 0.16
C 0.724 -0.340 1.464 1.13 -0.77 -1.64
H -0.317 1.714 0.102 -0.29 0.16 -0.05
H -1.005 -1.178 0.355 0.03 -0.53 0.57
H 0.641 -0.377 -1.177 -0.40 0.79 -1.96
H 0.959 0.456 2.172 -0.45 -0.12 0.17
H 2.537 -0.951 -1.361 -0.20 -0.37 -0.56
H -1.304 -0.257 1.856 -0.58 0.16 -0.48
H 1.609 0.951 0.053 0.49 -0.11 -0.29
H 2.765 -0.176 0.780 -0.02 -0.06 -0.25
H -1.197 -0.511 -1.620 -0.25 -0.01 0.17
H -0.463 0.800 -2.151 0.10 0.20 0.18
H 1.143 -1.778 -0.779 1.07 -0.86 0.36
H -2.773 1.789 0.561 -0.50 -0.13 0.00
H 0.934 -1.309 1.922 -0.10 0.13 0.21

=====

76
Properties=species:S:1:pos:R:3:forces:R:3 method="wB97M-V/def2-TZVPD" e_tot_ev=-36197.838 smiles=COC[C@H](C)N.COC[C@H](C)N.COCCNCCOC.CCO.CCO
O -10.914 -17.765 19.244 -5.82 -2.06 1.99
O -14.263 -12.596 17.762 2.51 0.74 -0.17
O -17.093 -20.071 22.755 -0.58 0.16 -0.37
O -14.888 -16.292 17.770 -3.28 -2.57 -1.26
O -14.687 -14.830 22.260 -0.45 -1.30 -0.16
O -9.291 -16.670 18.738 5.03 2.65 -1.38
N -13.773 -19.111 21.503 0.74 -2.47 -0.71
N -16.121 -14.362 19.674 -0.48 -0.70 -0.49
N -16.400 -14.802 15.456 -0.76 0.01 -1.05
C -13.452 -17.199 19.723 3.05 -1.47 -0.69
C -13.032 -12.519 16.924 -1.35 2.57 0.18
C -15.379 -15.552 20.055 -1.60 2.90 -0.07
C -14.951 -19.311 22.308 2.73 1.60 2.95
C -12.258 -17.397 18.762 0.47 -0.66 -1.51
C -9.644 -16.215 17.461 -0.80 1.21 -1.54
C -14.806 -13.834 17.527 -1.98 -0.52 0.58
C -15.840 -17.358 18.100 0.49 -1.03 -1.30
C -16.241 -14.181 18.205 1.58 2.19 2.27
C -9.633 -17.265 16.360 1.87 0.03 0.01
C -15.554 -16.327 13.871 1.18 -0.10 -1.98
C -16.165 -19.955 21.697 1.13 1.04 0.31
C -15.076 -17.883 22.940 -2.57 -3.05 1.87
C -18.341 -20.503 22.299 -1.07 -1.23 -1.69
C -15.455 -15.793 21.523 1.43 3.07 -3.01
C -15.783 -16.089 15.315 -0.27 -0.70 1.88
C -14.668 -15.065 23.672 0.08 1.08 0.20
C -14.598 -16.302 16.431 0.99 -0.81 -3.71
H -8.614 -17.598 16.162 0.14 -0.64 0.46
H -14.186 -17.370 23.305 0.38 -1.08 0.07
H -9.811 -16.788 15.397 -0.92 0.08 0.16
H -10.698 -15.945 17.396 -0.03 0.68 0.74
H -14.378 -15.546 19.623 -1.01 1.07 1.05
H -10.293 -18.101 16.592 0.01 0.04 -0.36
H -12.181 -16.521 18.118 0.14 0.74 0.38
H -14.071 -17.193 16.090 -0.31 -0.99 0.35
H -16.933 -13.342 18.271 0.09 0.42 -1.34
H -16.472 -19.293 20.888 -0.73 0.00 -0.20
H -13.342 -12.278 15.907 -0.26 -0.82 -0.37
H -16.576 -16.809 15.517 0.19 -0.50 0.64
H -18.707 -20.066 21.370 0.35 1.25 -0.10
H -13.732 -15.643 16.372 -0.44 0.65 -0.73
H -12.573 -11.556 17.150 0.10 -0.08 0.72
H -15.843 -17.952 23.711 0.25 0.04 0.64
H -14.391 -17.031 19.196 3.30 -0.36 0.90
H -14.104 -14.621 17.804 -0.05 0.78 0.10
H -12.222 -13.249 16.919 -0.68 -0.73 0.63
H -16.735 -15.018 17.711 0.36 0.31 0.73
H -13.258 -19.972 21.383 -0.12 -0.59 -0.46
H -16.497 -15.777 21.844 -0.15 -0.25 0.15
H -15.568 -17.716 19.094 -0.48 -0.92 -0.75
H -10.236 -17.721 18.566 -1.34 -0.85 0.60
H -9.087 -15.326 17.166 0.28 -0.09 -0.05
H -15.472 -17.128 22.261 -1.36 -3.89 3.51
H -15.190 -17.313 13.582 -0.15 -0.26 0.26
H -14.516 -19.950 23.076 -1.24 -0.49 0.78
H -16.896 -17.094 18.159 0.03 0.46 -0.50
H -19.220 -20.475 22.943 0.78 0.38 0.87
H -17.172 -14.862 16.106 0.05 0.30 -0.30
H -13.626 -15.020 23.989 0.02 0.00 0.13
H -16.481 -16.110 13.341 -0.29 -0.42 0.27
H -15.093 -15.992 24.058 -0.12 0.31 -0.40
H -13.161 -16.355 20.349 -0.05 -0.41 0.43
H -15.004 -16.785 21.540 1.14 2.91 -2.61
H -14.901 -15.640 13.332 0.53 0.36 0.55
H -12.474 -18.115 17.971 -0.64 -0.72 0.08
H -15.917 -16.371 19.578 0.00 1.19 1.48
H -13.620 -18.128 20.266 0.48 0.95 -0.32
H -15.826 -20.894 21.259 -0.44 -0.46 0.01
H -15.676 -18.171 17.393 -0.20 -0.07 -0.08
H -15.687 -13.564 20.115 -0.03 0.32 -0.25
H -15.033 -13.849 16.462 2.72 1.38 1.90
H -18.315 -21.516 21.898 0.43 -0.75 0.57
H -15.636 -14.327 15.915 -2.67 -0.37 -1.81
H -13.077 -18.577 22.003 -0.28 0.44 0.17
H -15.213 -14.239 24.130 0.04 0.08 0.23
H -9.030 -15.946 19.312 -0.08 0.02 -0.06

=====

14
Properties=species:S:1:pos:R:3:forces:R:3 method="wB97M-V/def2-TZVPD" e_tot_ev=-8729.120 smiles=C[C@H]1CNN1C#N
N -0.391 0.707 1.450 -0.38 0.34 1.01
N 1.199 -2.385 2.005 0.43 -0.54 0.36
N 0.012 -0.556 0.876 -0.36 0.18 -0.48
C 0.671 -1.504 1.486 0.01 0.01 0.20
C -0.124 1.380 0.165 0.00 0.25 -0.24
C 0.304 0.031 -0.437 0.11 -0.01 -0.60
C -0.557 -0.541 -1.543 0.18 0.06 0.18
H 1.365 -0.025 -0.709 -0.11 0.02 0.14
H -0.388 0.007 -2.466 0.01 0.04 -0.16
H 0.216 1.003 2.215 0.17 -0.19 -0.30
H -1.608 -0.475 -1.275 -0.09 0.01 0.02
H -0.302 -1.586 -1.704 -0.01 -0.09 -0.08
H 0.648 2.151 0.189 -0.05 -0.10 0.04
H -1.044 1.792 -0.252 0.09 0.01 -0.08

=====

no.,HOMO level (eV),Kohn-Sham gap (eV)
1,-4.732,6.87
2,-14.010,11.10
3,-7.672,8.21
4,-8.687,9.44